[1]
Density functional theory data (ωB97M-V/def2-TZVPD) for C4H2S4 in the gas phase.

```
! RIJCOSX wB97M-V def2-TZVPD def2/J DEFGRID3
* xyz 0 1
C 1.741 -0.983 0.906
S 2.790 -2.250 0.652
S 3.465 -2.167 2.519
S 1.350 -2.352 3.728
C 0.525 -1.511 2.624
S -0.944 -0.947 2.194
C -0.527 -0.138 0.650
C 0.736 -0.437 0.136
H -1.505 0.242 0.210
H 1.045 -0.326 -0.878
*
```

Values from the calculation:
HOMO energy (spin up / spin down) = -0.2719 / -0.2719 hartree
frontier orbital gap (spin up / spin down) = 6.35 / 6.35 eV
SMILES string = C1#S#S#S#CS/C=C\1
DFT total energy = -47516.7473 eV
ΔE to the lowest compared entry with this formula, charge and spin = 87.7 kcal per mole

---

[2]
Density functional theory data (ωB97M-V/def2-TZVPD) for 9 unconnected molecules or ions with the total composition C27H28F8O27.

```
! RIJCOSX wB97M-V def2-TZVPD def2/J DEFGRID3
* xyz 0 1
O 3.037 -4.485 0.727
C 3.299 -4.051 1.879
O 3.943 -2.925 2.192
C 4.483 -3.053 3.506
C 3.437 -3.892 4.173
F 2.451 -3.086 4.642
O 2.934 -4.609 3.032
H 5.393 -3.645 3.408
H 4.676 -2.090 3.979
H 3.776 -4.600 4.929
O -0.168 -7.498 -4.675
C -0.448 -6.322 -4.681
O 0.379 -5.407 -5.131
C -0.154 -4.126 -4.876
C -1.583 -4.332 -4.441
F -2.475 -4.133 -5.415
O -1.458 -5.736 -4.105
H 0.423 -3.708 -4.050
H -0.050 -3.409 -5.691
H -1.859 -3.757 -3.557
O -10.222 -1.927 -2.702
C -9.444 -1.020 -3.141
O -8.277 -1.206 -3.671
C -7.515 0.018 -3.568
C -8.612 1.000 -3.701
F -8.824 1.278 -5.031
O -9.654 0.326 -3.084
H -6.919 -0.197 -2.681
H -6.797 0.096 -4.384
H -8.396 1.917 -3.154
O -5.240 -2.364 3.705
C -4.871 -2.057 4.819
O -3.665 -2.011 5.256
C -3.623 -1.529 6.623
C -5.116 -1.473 6.980
F -5.569 -0.220 7.272
O -5.673 -1.666 5.743
H -3.010 -2.231 7.190
H -3.306 -0.488 6.572
H -5.422 -2.099 7.817
O -5.329 0.248 -9.160
C -4.390 0.996 -8.971
O -3.116 0.694 -9.152
C -2.319 1.830 -9.163
C -3.174 2.712 -8.333
F -3.180 4.032 -8.491
O -4.535 2.287 -8.618
H -1.311 1.722 -8.763
H -2.312 2.196 -10.190
H -2.898 2.405 -7.324
O 0.802 2.462 7.556
C 1.335 1.930 8.522
O 0.755 1.823 9.748
C 1.548 1.103 10.667
C 2.800 0.780 9.813
F 2.904 -0.539 9.694
O 2.594 1.323 8.591
H 1.814 1.794 11.466
H 0.962 0.229 10.950
H 3.716 1.173 10.254
O 7.487 2.626 1.130
C 7.274 3.197 2.203
O 6.285 3.000 3.134
C 6.551 3.787 4.245
C 8.107 3.915 4.165
F 8.749 2.794 4.536
O 8.154 4.028 2.768
H 6.056 4.757 4.299
H 6.375 3.322 5.215
H 8.525 4.853 4.533
O 2.298 4.210 -6.690
C 3.174 3.395 -6.283
O 3.628 3.243 -5.039
C 4.667 2.275 -5.078
C 4.435 1.528 -6.366
F 3.817 0.391 -6.284
O 3.600 2.351 -7.084
H 5.690 2.646 -5.023
H 4.738 1.510 -4.305
H 5.399 1.260 -6.799
O -1.732 0.889 -2.094
C -1.053 0.978 -1.081
O -1.446 0.945 0.121
C -0.361 0.772 1.013
C 0.766 1.365 0.184
O 0.327 1.011 -1.111
H -0.508 1.356 1.922
H -0.121 -0.255 1.287
H 1.738 0.922 0.399
H 0.828 2.449 0.280
*
```

Values from the calculation:
HOMO energy = -0.3881 hartree
frontier orbital gap = 10.14 eV
SMILES string = O=C1OC[C@@H](F)O1.O=C1OC[C@@H](F)O1.O=C1OC[C@@H](F)O1.O=C1OC[C@@H](F)O1.O=C1OC[C@@H](F)O1.O=C1OC[C@@H](F)O1.O=C1OC[C@@H](F)O1.O=C1OC[C@@H](F)O1.O=C1OCCO1
DFT total energy = -105471.8010 eV
ΔE to the lowest compared entry with this formula, charge and spin = 120.0 kcal per mole

---

[3]
Density functional theory data (ωB97M-V/def2-TZVPD) for 2 unconnected molecules or ions with the total composition C10H13NO.

```
! RIJCOSX wB97M-V def2-TZVPD def2/J DEFGRID3
* xyz -1 2
C 3.241 0.261 -1.424
C 2.482 2.202 0.094
C 2.368 0.919 -0.403
C 0.748 1.197 1.165
C 1.267 0.278 0.225
C -0.291 0.979 2.080
C 0.513 -0.941 0.035
C -0.965 -0.284 1.898
C -0.588 -1.127 0.861
N 1.488 2.360 1.059
H 3.058 3.019 -0.319
H 1.170 3.220 1.464
H 2.856 -0.473 -2.112
H 4.126 -0.170 -0.958
H -0.602 1.727 2.796
H 0.765 -1.539 -0.836
H -1.750 -0.634 2.563
H -1.228 -2.000 0.728
H 3.597 1.046 -2.108
C -3.705 -1.625 -0.782
O -3.234 -1.721 -2.126
H -3.958 -2.060 -2.672
H -4.791 -1.548 -0.706
H -3.310 -2.385 -0.113
H -3.257 -0.702 -0.408
*
```

Values from the calculation:
HOMO energy (spin up / spin down) = 0.0258 / -0.0971 hartree
frontier orbital gap (spin up / spin down) = 2.51 / 5.82 eV
DFT total energy = -14116.6985 eV
expectation value of S² = 0.77
ΔE to the lowest compared entry with this formula, charge and spin = 4.1 kcal per mole

---

[4]
Density functional theory data (ωB97M-V/def2-TZVPD) for C5H12BBrO in the gas phase.

```
! RIJCOSX wB97M-V def2-TZVPD def2/J DEFGRID3
* xyz 0 1
C -0.986 0.612 -2.381
C -1.095 1.523 -1.151
O -0.471 0.984 0.002
C -1.144 -0.130 0.583
C -0.111 -1.190 0.935
B 1.117 -0.546 1.671
C 2.583 -0.662 1.172
Br 0.785 0.231 3.406
H -0.674 -0.389 -2.077
H -1.936 0.511 -2.909
H -0.243 0.984 -3.089
H -0.595 2.476 -1.318
H -2.146 1.743 -0.919
H -1.891 -0.517 -0.119
H -1.671 0.216 1.478
H 0.226 -1.721 0.039
H -0.574 -1.927 1.605
H 2.642 -0.393 0.112
H 3.312 -0.083 1.737
H 2.870 -1.722 1.223
*
```

Values from the calculation:
HOMO energy = -0.3609 hartree
frontier orbital gap = 10.50 eV
SMILES string = CCOCCB(C)Br
DFT total energy = -78146.6834 eV

---

Number 1: maximum force 0.05962 hartree/bohr, molecular weight 178.3 g/mol. Number 2: maximum force 0.11524 hartree/bohr, molecular weight 936.5 g/mol. Number 3: maximum force 0.03374 hartree/bohr, molecular weight 163.2 g/mol. Number 4: maximum force 0.00709 hartree/bohr, molecular weight 178.9 g/mol.